A 2-piece molecular cluster, C4H6N3 overall at a distorted geometry, computed with ωB97M-V/def2-TZVPD.

Bonds (Å) are listed after each position.
Geometry (Å):
1 C -2.563 -0.853 -0.866  C2 1.483, N5 1.415, H8 1.135, H10 1.034
2 C -2.486 -0.916 0.613  C1 1.483, N5 1.781, N7 1.308
3 C 0.854 0.469 -0.847  C4 1.428, N6 1.245, H9 1.150
4 C 0.751 -0.538 0.159  C3 1.428, N6 1.576, H11 1.152, H12 1.138
5 N -3.018 0.417 -0.440  C1 1.415, C2 1.781, N7 1.339
6 N -0.124 0.740 -0.126  C3 1.245, C4 1.576
7 N -2.468 0.381 0.780  C2 1.308, N5 1.339, H13 1.030
8 H -3.341 -1.298 -1.563  C1 1.135
9 H 1.159 0.994 -1.824  C3 1.150
10 H -1.656 -0.968 -1.350  C1 1.034
11 H 0.342 -1.604 0.004  C4 1.152
12 H 1.523 -0.398 0.984  C4 1.138
13 H -2.310 1.041 1.555  N7 1.030

Properties
HOMO level (spin up / spin down) = -14.857 / -14.856 eV
total energy = -8699.077 eV
total charge = +1
gap between HOMO and LUMO (spin up / spin down) = 8.0 / 8.2 eV
ΔE to the lowest compared entry with this formula, charge and spin = 9.427 eV

These are the natural (NBO) partial charges, in e, on atoms 1 to 5: number 1, C, carries -0.3627; number 2, C, carries 0.4498; number 3, C, carries 0.0945; number 4, C, carries -0.3486; number 5, N, carries 0.0625